#w
{
  "formula": "H3O3PS",
  "method": "wB97M-V/def2-TZVPD",
  "species": ["O", "P", "S", "O", "H", "O", "H", "H"],
  "coordinates": [[-1.00303, 1.40212, 0.98493], [-0.85347, 1.33598, -0.50739], [-1.41441, -0.62502, -0.97312], [-1.56671, -1.17388, 0.49421], [-0.96075, -0.70147, 1.17944], [1.66153, 0.15505, -0.33017], [2.52583, 0.39298, -0.63220], [1.61101, -0.78576, -0.21571]],
  "mulliken_charge": [-0.49, 0.42, 0.05, -0.41, 0.38, -0.53, 0.28, 0.31],
  "lumo_ha": -0.0056,
  "orbital_gap_ev": 8.987,
  "molar_mass_g_mol": 114.06,
  "homo_energy_ev": -9.140
}


#x
{
  "formula": "H3O3PS",
  "method": "wB97M-V/def2-TZVPD",
  "species": ["O", "P", "O", "S", "H", "O", "H", "H"],
  "coordinates": [[-1.34694, 1.23264, -0.89038], [-1.47174, -0.18378, -1.20284], [-0.45201, -1.10849, -0.37476], [-2.54428, -1.14236, -2.53256], [0.28333, -0.58691, -0.02827], [1.57894, 0.42094, 1.62826], [1.76375, 0.80042, 2.50115], [2.18895, 0.56753, 0.89941]],
  "mulliken_charge": [-0.51, 0.83, -0.39, -0.28, 0.36, -0.63, 0.31, 0.32],
  "lumo_ha": -0.0082,
  "orbital_gap_ev": 9.734,
  "molar_mass_g_mol": 114.06,
  "homo_energy_ev": -9.957
}


Which one is most stable, and which one is least stable? #x is the most stable of them, while #w is the least stable.


#w
{
  "formula": "C5H6O",
  "method": "wB97M-V/def2-TZVPD",
  "species": ["C", "C", "C", "C", "C", "O", "H", "H", "H", "H", "H", "H"],
  "coordinates": [[-2.72638, -0.13706, 0.33452], [-1.27589, 0.07382, 0.34413], [-0.08256, 0.24982, 0.24104], [1.25971, 0.50983, -0.21812], [2.51833, -0.25287, 0.43579], [1.95467, -0.58008, -0.77826], [-2.99160, -0.69769, -0.56872], [-3.07742, -0.70942, 1.19876], [-3.26974, 0.81424, 0.30428], [1.93764, 1.24909, 0.24486], [2.29220, -0.76234, 1.35543], [3.53734, 0.15270, 0.31460]],
  "mulliken_charge": [-1.24, 0.40, -0.07, 0.04, -0.53, -0.33, 0.27, 0.30, 0.29, 0.27, 0.30, 0.30],
  "lumo_ha": 0.0381,
  "orbital_gap_ev": 9.456,
  "molar_mass_g_mol": 82.10,
  "homo_energy_ev": -8.420
}


#x
{
  "formula": "C5H6O",
  "method": "wB97M-V/def2-TZVPD",
  "species": ["C", "C", "C", "C", "C", "O", "H", "H", "H", "H", "H", "H"],
  "coordinates": [[-1.41458, 1.84537, -1.37868], [-0.72671, 1.38845, -0.50259], [0.09302, 0.78844, 0.55387], [-0.05633, -0.71932, 0.57538], [0.93110, -1.58559, -0.06384], [0.89812, -1.42033, 1.34993], [-2.02310, 2.25511, -2.15453], [-0.20051, 1.19544, 1.52925], [1.14923, 1.04226, 0.40669], [-1.08191, -1.07895, 0.67445], [1.78988, -1.13905, -0.56582], [0.64181, -2.57182, -0.42410]],
  "mulliken_charge": [0.14, -0.39, -0.76, 0.07, -0.42, -0.42, 0.40, 0.25, 0.29, 0.37, 0.22, 0.25],
  "lumo_ha": 0.0385,
  "orbital_gap_ev": 11.215,
  "molar_mass_g_mol": 82.10,
  "homo_energy_ev": -10.168
}


Which one is most stable, and which one is least stable? #x is the most stable of them, while #w is the least stable.


#w
{
  "formula": "C5H6O",
  "method": "wB97M-V/def2-TZVPD",
  "species": ["C", "C", "C", "O", "C", "C", "H", "H", "H", "H", "H", "H"],
  "coordinates": [[3.10800, 0.30397, 0.55162], [2.01987, -0.02508, 0.18473], [0.67667, -0.38001, -0.21247], [0.51948, -0.85176, -1.31507], [-0.64705, -0.01726, 0.44857], [-1.87072, 0.01924, -0.48550], [4.07721, 0.59550, 0.85308], [-0.80869, -0.74234, 1.24377], [-0.49922, 0.96876, 0.87192], [-2.73945, 0.36093, 0.09516], [-2.10682, -0.95296, -0.92413], [-1.72928, 0.72101, -1.31169]],
  "mulliken_charge": [0.34, -0.49, 0.10, -0.49, -0.33, -1.07, 0.42, 0.27, 0.31, 0.35, 0.28, 0.30],
  "lumo_ha": 0.0155,
  "orbital_gap_ev": 10.418,
  "molar_mass_g_mol": 82.10,
  "homo_energy_ev": -9.996
}


#x
{
  "formula": "C5H6O",
  "method": "wB97M-V/def2-TZVPD",
  "species": ["C", "C", "C", "O", "C", "C", "H", "H", "H", "H", "H", "H"],
  "coordinates": [[2.92058, 0.61603, 0.34376], [1.89407, 0.03296, 0.08264], [0.62467, -0.60857, -0.24620], [0.56141, -1.49603, -1.07231], [-0.59184, -0.08584, 0.49290], [-1.79837, 0.06754, -0.42999], [3.83941, 1.11937, 0.54891], [-0.80780, -0.82279, 1.27866], [-0.34589, 0.85456, 0.99795], [-2.68393, 0.36602, 0.14042], [-2.00567, -0.87403, -0.94483], [-1.60664, 0.83078, -1.19191]],
  "mulliken_charge": [0.29, -0.35, 0.08, -0.51, -0.35, -1.10, 0.40, 0.28, 0.31, 0.32, 0.29, 0.32],
  "lumo_ha": 0.0091,
  "orbital_gap_ev": 10.557,
  "molar_mass_g_mol": 82.10,
  "homo_energy_ev": -10.309
}


Which one is most stable, and which one is least stable? #x is the most stable of them, while #w is the least stable.


#w
{
  "formula": "C5H6O",
  "method": "wB97M-V/def2-TZVPD",
  "species": ["C", "C", "O", "C", "C", "C", "H", "H", "H", "H", "H", "H"],
  "coordinates": [[2.19962, -0.05743, 0.08236], [0.72288, -0.02960, 0.24113], [0.05377, 0.83656, -0.43050], [-1.27436, 0.95957, -0.50318], [-2.09283, -0.01732, 0.06535], [-2.73718, -0.92048, 0.56185], [2.50497, 0.59279, -0.74179], [2.53699, -1.07764, -0.14009], [2.72615, 0.26335, 0.99153], [0.16692, -0.70938, 0.88025], [-1.59343, 1.78996, -1.11067], [-3.33403, -1.71274, 0.95579]],
  "mulliken_charge": [-0.96, -0.05, -0.21, -0.58, -0.39, 0.28, 0.27, 0.28, 0.26, 0.35, 0.37, 0.37],
  "lumo_ha": [0.0108, 0.0347],
  "orbital_gap_ev": [7.293, 8.130],
  "molar_mass_g_mol": 82.10,
  "homo_energy_ev": [-6.998, -7.185]
}


#x
{
  "formula": "C5H6O",
  "method": "wB97M-V/def2-TZVPD",
  "species": ["C", "C", "C", "O", "C", "C", "H", "H", "H", "H", "H", "H"],
  "coordinates": [[1.06805, -0.41109, -0.32335], [0.32007, 0.86703, -0.00050], [-1.13879, 0.49803, 0.01501], [-1.21940, -0.97438, -0.33349], [-0.03393, -1.40898, -0.23543], [-0.44117, 0.68772, 1.27545], [1.86998, -0.61180, 0.39119], [1.49113, -0.50724, -1.34284], [0.65785, 1.79394, -0.46929], [-1.96710, 0.98990, -0.48412], [0.09300, -2.48519, -0.36502], [-0.69971, 1.56207, 1.87242]],
  "mulliken_charge": [-0.26, -0.46, -0.22, -0.28, -0.08, -0.59, 0.28, 0.30, 0.38, 0.43, 0.36, 0.14],
  "lumo_ha": [-0.0097, -0.0097],
  "orbital_gap_ev": [6.681, 6.681],
  "molar_mass_g_mol": 82.10,
  "homo_energy_ev": [-6.946, -6.946]
}


Which one is most stable, and which one is least stable? #w is the most stable of them, while #x is the least stable.


#w
{
  "formula": "C5H6O",
  "method": "wB97M-V/def2-TZVPD",
  "species": ["C", "C", "C", "C", "C", "O", "H", "H", "H", "H", "H", "H"],
  "coordinates": [[-1.64447, 0.61026, 1.76632], [-0.58283, 0.06012, 0.92712], [0.28580, -0.43541, 0.25413], [1.30266, -0.80293, -0.73115], [1.02462, 0.03510, -1.96977], [1.85849, 0.69530, -2.53337], [-1.23348, 1.04949, 2.68033], [-2.34567, -0.18092, 2.04538], [-2.20232, 1.39021, 1.23691], [1.26002, -1.86863, -0.99696], [2.31375, -0.57477, -0.38205], [-0.03657, 0.02219, -2.29689]],
  "mulliken_charge": [-1.20, 0.78, -0.39, -0.46, -0.02, -0.46, 0.29, 0.28, 0.28, 0.28, 0.26, 0.35],
  "lumo_ha": 0.0330,
  "orbital_gap_ev": 10.501,
  "molar_mass_g_mol": 82.10,
  "homo_energy_ev": -9.604
}


#x
{
  "formula": "C5H6O",
  "method": "wB97M-V/def2-TZVPD",
  "species": ["C", "C", "C", "C", "C", "O", "H", "H", "H", "H", "H", "H"],
  "coordinates": [[-0.37893, 1.47683, 0.74848], [-0.73768, 0.17083, 1.58194], [-0.23988, -0.81798, 0.87447], [0.39310, -0.94172, -0.27145], [0.52093, -1.23625, -1.66921], [1.64367, -1.13357, -0.73936], [0.69338, 1.35876, 0.63547], [-0.88319, 1.28728, -0.19378], [-0.51538, 2.54539, 0.94731], [-1.29063, 0.00153, 2.51547], [0.50410, -0.46411, -2.44029], [0.29051, -2.24699, -1.98906]],
  "mulliken_charge": [-0.96, -0.34, -0.29, 0.58, -0.28, -0.39, 0.28, 0.26, 0.32, 0.39, 0.22, 0.23],
  "lumo_ha": 0.0348,
  "orbital_gap_ev": 9.921,
  "molar_mass_g_mol": 82.10,
  "homo_energy_ev": -8.975
}


#y
{
  "formula": "C5H6O",
  "method": "wB97M-V/def2-TZVPD",
  "species": ["C", "C", "C", "C", "O", "C", "H", "H", "H", "H", "H", "H"],
  "coordinates": [[-2.40762, -0.54025, -0.82204], [-1.30984, -0.43143, -0.36720], [-0.01949, -0.26079, 0.17123], [0.49834, 0.94759, 0.95048], [1.78345, 0.81287, 0.33300], [1.30644, -0.19006, -0.57328], [-3.36293, -0.93713, -0.99746], [-0.25503, -1.26021, 0.73222], [0.01970, 1.90814, 0.72808], [0.52314, 0.82738, 2.03333], [1.89309, -1.10889, -0.55205], [1.25829, 0.15860, -1.60809]],
  "mulliken_charge": [0.07, -0.88, 0.25, -0.34, -0.39, -0.35, 0.41, 0.17, 0.28, 0.24, 0.24, 0.29],
  "lumo_ha": 0.0358,
  "orbital_gap_ev": 10.639,
  "molar_mass_g_mol": 82.10,
  "homo_energy_ev": -9.664
}


Which one is most stable, and which one is least stable? #w is the most stable of them, while #x is the least stable.


#w
{
  "formula": "C2H4ClN",
  "method": "wB97M-V/def2-TZVPD",
  "species": ["C", "C", "N", "Cl", "H", "H", "H", "H"],
  "coordinates": [[-0.59296, -1.58533, -0.18044], [1.26882, 0.10523, 0.28135], [0.26705, -0.82939, 0.01567], [-3.02179, 0.54937, -0.00508], [-2.51408, 0.71153, -1.16345], [0.84297, 0.94581, 0.83164], [1.69368, 0.46185, -0.65716], [2.05630, -0.35908, 0.87747]],
  "mulliken_charge": [-0.19, -0.63, 0.02, -0.25, 0.23, 0.27, 0.27, 0.27],
  "lumo_ha": 0.0271,
  "orbital_gap_ev": 11.659,
  "molar_mass_g_mol": 77.51,
  "homo_energy_ev": -10.922
}


#x
{
  "formula": "C2H4ClN",
  "method": "wB97M-V/def2-TZVPD",
  "species": ["C", "C", "N", "Cl", "H", "H", "H", "H"],
  "coordinates": [[1.63747, 0.61435, 0.00833], [-1.02977, -0.16680, -0.77701], [1.85346, 0.34840, 1.10067], [-2.00186, -1.32047, 0.23590], [-1.22138, 0.84578, -0.34499], [-1.36682, -0.11554, -1.84448], [0.04277, -0.44261, -0.51149], [2.08612, 0.23689, 2.13307]],
  "mulliken_charge": [-0.23, -0.34, -0.14, -0.22, 0.23, 0.31, 0.05, 0.34],
  "lumo_ha": 0.0342,
  "orbital_gap_ev": 11.286,
  "molar_mass_g_mol": 77.51,
  "homo_energy_ev": -10.357
}


#y
{
  "formula": "C2H4ClN",
  "method": "wB97M-V/def2-TZVPD",
  "species": ["H", "N", "C", "C", "Cl", "H", "H", "H"],
  "coordinates": [[2.02450, 0.87634, 0.34072], [1.35417, 0.24947, -0.01046], [0.19934, 0.57900, -0.32985], [-1.05616, -0.60475, -0.50013], [-2.59848, 0.26463, 0.06892], [-0.39908, 1.48933, -0.38932], [-1.39996, -1.21879, -1.33691], [-0.71034, -1.31268, 0.27549]],
  "mulliken_charge": [0.25, -0.54, 0.04, -0.38, -0.22, 0.31, 0.31, 0.23],
  "lumo_ha": 0.0354,
  "orbital_gap_ev": 10.997,
  "molar_mass_g_mol": 77.51,
  "homo_energy_ev": -10.032
}


Which one is most stable, and which one is least stable? #w is the most stable of them, while #x is the least stable.